Density functional theory data (ωB97M-V/def2-TZVPD) for a molecular structure, C47H37BrCl4HgN6O3PS.

E_LUMO (alpha / beta) (eV): 3.6 / 3.6
Energy relative to the best compared isomer or geometry (same formula, charge and spin) (kJ/mol): 417.77
Charge: -2
HOMO (alpha / beta) (eV): 0.5 / -0.6
HOMO-LUMO gap (alpha / beta) (Eh): 0.1140 / 0.1552
Calculated total energy (eV): -208853.202
2S+1: 2
F_max (eV/A): 2.19

Structure (XYZ):
```
101
Properties=species:S:1:pos:R:3:forces:R:3:lowdin_spin:R:1
Hg -0.193 0.468 -0.848 -0.876 -1.285 0.489 0.00
Br 5.833 4.480 -2.253 0.065 -0.012 0.014 -0.01
C 4.130 3.593 -2.232 0.085 0.101 -0.119 0.00
C 3.506 3.325 -3.439 0.557 0.239 -0.207 0.13
C 2.255 2.738 -3.413 -0.513 -0.326 0.566 0.03
C 1.586 2.418 -2.215 1.147 0.725 -0.832 0.07
O 0.367 1.990 -2.258 -0.729 0.704 -1.246 0.05
C 2.285 2.664 -0.978 -0.346 -0.173 0.401 0.03
C 1.779 2.367 0.305 1.359 1.195 -0.485 0.26
N 0.708 1.660 0.602 -0.733 -0.586 1.984 0.17
C 0.266 1.614 1.919 -0.015 0.665 -0.541 0.02
C 0.467 2.699 2.796 0.147 -0.062 -0.377 0.03
C 0.063 2.607 4.117 -0.024 -0.022 0.153 0.00
C -0.648 1.518 4.564 0.068 -0.002 0.238 0.03
C -0.989 0.466 3.683 0.268 0.382 -0.310 0.00
C -1.989 -0.477 3.961 -0.428 -0.320 0.399 0.00
C -2.493 -1.198 2.873 0.117 0.168 0.070 0.00
C -1.828 -1.262 1.691 -0.627 0.135 -0.427 0.00
N -0.481 -0.710 1.567 -0.235 -0.374 0.392 0.01
C -0.384 0.474 2.392 0.006 0.094 0.489 0.03
C 3.557 3.270 -1.032 0.304 0.137 -0.123 0.11
H 3.987 3.573 -4.375 0.035 0.014 -0.046 0.01
H 1.748 2.516 -4.343 -0.117 0.021 -0.086 0.00
H 2.380 2.755 1.135 -0.081 -0.133 -0.077 0.01
H 0.937 3.598 2.429 0.063 0.019 -0.042 0.00
H 0.289 3.425 4.795 -0.043 -0.020 0.020 0.00
H -0.990 1.472 5.591 -0.123 0.004 0.042 0.00
H -2.484 -0.478 4.923 -0.049 0.027 0.041 0.00
H -3.468 -1.666 2.946 -0.103 -0.059 -0.096 0.00
H -2.306 -1.601 0.785 0.015 -0.005 -0.064 0.00
H 4.081 3.469 -0.106 0.008 0.023 0.047 0.01
Cl 3.270 -6.128 -1.948 0.143 -0.258 -0.051 0.00
C 2.759 -4.481 -1.993 0.045 0.063 -0.246 0.00
C 2.686 -3.795 -3.190 -0.046 -0.261 0.226 0.00
Cl 3.200 -4.553 -4.655 0.021 -0.117 -0.204 0.00
C 2.189 -2.502 -3.202 -0.060 0.129 0.117 0.00
Cl 2.046 -1.650 -4.695 -0.021 0.212 -0.410 0.00
C 1.772 -1.816 -2.042 0.085 -0.330 0.120 0.00
O 1.287 -0.645 -2.108 0.249 -0.212 -0.419 0.00
C 1.942 -2.516 -0.794 0.015 0.019 -0.136 0.00
O 1.699 -1.845 0.329 -0.158 0.196 -0.153 0.00
C 2.408 -3.820 -0.814 -0.047 0.116 -0.026 0.00
Cl 2.578 -4.665 0.672 0.338 -0.259 0.250 0.00
N -6.458 1.778 -0.634 -0.361 -0.113 -0.073 0.00
C -5.094 1.938 -0.505 0.511 -0.034 0.178 0.00
C -4.444 1.649 0.695 -0.276 0.022 -0.243 0.00
C -3.067 1.745 0.750 -0.086 0.059 0.187 0.00
N -2.312 2.096 -0.283 -0.098 0.280 -0.085 0.00
C -2.932 2.385 -1.423 -0.169 0.259 0.154 0.00
C -4.303 2.339 -1.583 -0.116 0.008 0.069 0.00
H -6.987 1.746 0.222 -0.014 0.083 -0.125 0.00
H -6.900 2.247 -1.407 -0.016 0.014 0.143 0.00
H -5.007 1.330 1.563 0.012 -0.035 0.088 0.00
H -2.545 1.535 1.672 0.035 -0.089 0.124 0.00
H -2.292 2.675 -2.246 0.124 -0.024 -0.108 0.00
H -4.756 2.572 -2.537 -0.018 0.032 -0.127 0.00
C 0.198 -2.572 3.578 -0.055 0.129 -0.407 0.00
P 0.650 -1.968 1.838 0.438 -0.487 0.678 0.00
C 2.312 -1.363 2.547 -0.206 -0.238 -0.074 0.00
C 3.144 -2.388 2.995 -0.065 -0.097 0.091 0.00
C 4.406 -2.132 3.497 0.090 -0.115 0.077 0.00
C 4.871 -0.831 3.582 0.115 -0.013 0.021 0.00
C 4.057 0.196 3.144 0.105 0.060 0.052 0.00
C 2.797 -0.066 2.629 -0.153 0.080 -0.056 0.00
C -0.251 -3.384 0.990 0.201 0.082 -0.064 0.00
C -0.419 -4.635 1.571 -0.030 0.211 0.002 0.00
C -1.116 -5.635 0.914 -0.045 -0.165 0.100 0.00
C -1.664 -5.404 -0.335 -0.005 -0.088 -0.048 0.00
C -1.471 -4.174 -0.943 -0.066 0.024 -0.058 0.00
C -0.753 -3.190 -0.292 0.009 0.055 -0.053 0.00
H -0.845 -2.876 3.617 0.060 -0.029 0.024 0.00
H 0.353 -1.723 4.243 0.039 -0.037 -0.004 0.00
H 0.833 -3.387 3.918 0.147 -0.092 -0.042 0.00
H 2.813 -3.415 2.930 0.032 0.033 0.098 0.00
H 5.030 -2.955 3.821 0.016 -0.049 0.011 0.00
H 5.858 -0.624 3.977 0.032 0.010 0.006 0.00
H 4.408 1.219 3.193 -0.045 0.083 -0.009 0.00
H 2.197 0.761 2.309 0.024 0.055 -0.087 0.00
H 0.011 -4.840 2.538 -0.015 -0.033 0.124 0.00
H -1.230 -6.603 1.385 -0.011 -0.040 0.025 0.00
H -2.226 -6.182 -0.835 -0.017 -0.038 -0.042 0.00
H -1.890 -3.971 -1.918 -0.003 0.023 -0.108 0.00
H -0.615 -2.233 -0.780 -0.017 -0.049 0.001 0.00
N -0.690 0.412 -4.280 -0.768 -0.990 0.302 0.00
C -1.705 -0.394 -3.868 0.667 0.576 0.425 0.00
S -2.186 -0.480 -2.242 -0.031 -0.239 -0.562 0.00
N -2.296 -1.127 -4.861 1.037 0.183 -0.390 0.00
C -3.564 -1.645 -5.010 -1.103 -0.555 0.019 0.00
C -3.887 -2.227 -6.250 0.419 0.281 0.389 0.00
C -5.154 -2.703 -6.501 -0.366 -0.057 0.035 0.00
C -6.141 -2.624 -5.526 0.106 0.045 0.128 0.00
C -5.822 -2.074 -4.287 -0.429 -0.254 -0.454 0.00
C -4.559 -1.594 -4.023 0.547 0.175 -0.070 0.00
H -0.205 0.939 -3.539 0.322 0.319 0.343 0.00
H -0.055 0.042 -4.975 -0.115 0.048 -0.133 0.00
H -1.744 -1.161 -5.712 -0.170 0.160 0.143 0.00
H -3.122 -2.286 -7.015 0.038 -0.002 -0.065 0.00
H -5.384 -3.127 -7.472 0.037 -0.014 0.029 0.00
H -7.140 -2.988 -5.727 -0.023 -0.020 0.008 0.00
H -6.583 -2.009 -3.518 0.042 -0.004 0.033 0.00
H -4.321 -1.174 -3.062 -0.077 0.034 0.045 0.00
```
Forces are in eV/Å.

Density functional theory data (ωB97M-V/def2-TZVPD) for a single C4H6 molecule.

E_LUMO (alpha / beta) (eV): -0.5 / -0.7
Energy relative to the best compared isomer or geometry (same formula, charge and spin) (kJ/mol): 328.08
Charge: 0
HOMO (alpha / beta) (eV): -8.2 / -8.3
HOMO-LUMO gap (alpha / beta) (Eh): 0.2840 / 0.2819
Calculated total energy (eV): -4240.560
2S+1: 1
F_max (eV/A): 0.79

Structure (XYZ):
```
10
Properties=species:S:1:pos:R:3:forces:R:3:lowdin_charge:R:1
C -0.235 -0.872 -1.137 -0.049 0.105 0.021 -0.11
C 0.212 -0.570 0.268 -0.005 -0.079 -0.004 -0.18
C 0.103 0.594 0.927 -0.283 0.227 0.183 -0.29
C -0.549 1.855 0.861 0.500 -0.388 -0.480 0.14
H 0.613 -1.155 -1.776 -0.173 0.113 0.154 0.07
H -0.749 -0.026 -1.605 0.100 -0.117 0.134 0.07
H -0.923 -1.730 -1.132 0.145 0.169 0.018 0.07
H 0.731 -1.379 0.782 -0.107 0.166 -0.073 0.09
H 0.550 0.650 1.942 0.160 -0.073 -0.099 0.12
H 0.247 2.633 0.870 -0.287 -0.124 0.146 0.01
```
Forces are in eV/Å.

Density functional theory data (ωB97M-V/def2-TZVPD) for a gas-phase ion, C4H5N2O2 (charge +1).

E_LUMO (alpha / beta) (eV): -4.6 / -9.4
Energy relative to the best compared isomer or geometry (same formula, charge and spin) (kJ/mol): 172.53
Charge: +1
HOMO (alpha / beta) (eV): -13.7 / -16.1
HOMO-LUMO gap (alpha / beta) (Eh): 0.3345 / 0.2476
Calculated total energy (eV): -11290.073
2S+1: 3
F_max (eV/A): 7.41

Structure (XYZ):
```
13
Properties=species:S:1:pos:R:3:forces:R:3:lowdin_spin:R:1
C -0.579 0.475 -1.822 -0.081 -1.479 0.891 0.14
C -0.324 1.512 -0.980 -0.809 -0.284 1.413 0.01
C -0.248 -0.812 -1.139 0.874 2.879 -0.539 0.06
C 0.488 -0.976 1.513 -1.831 -3.346 -0.460 0.08
N 0.233 -0.220 0.305 0.789 -6.370 1.725 0.59
N 0.033 1.042 0.337 -2.177 2.527 -6.622 0.30
O -0.062 -1.917 -1.434 -0.291 -1.003 0.388 0.14
O 0.330 1.785 1.223 1.561 2.543 4.675 0.61
H -1.024 0.289 -2.805 0.342 1.019 0.270 0.01
H -0.463 2.601 -0.885 0.067 -0.640 -1.029 0.00
H 0.809 -2.085 1.371 -0.931 1.910 -0.819 0.00
H 1.247 -0.652 2.129 1.686 1.830 1.143 0.02
H -0.441 -1.042 2.186 0.801 0.413 -1.036 0.05
```
Forces are in eV/Å.

Density functional theory data (ωB97M-V/def2-TZVPD) for a molecular structure, C22H34NOP3Sc.

E_LUMO (alpha / beta) (eV): -3.1 / -3.1
Energy relative to the best compared isomer or geometry (same formula, charge and spin) (kJ/mol): 300.52
Charge: +1
HOMO (alpha / beta) (eV): -9.0 / -9.0
HOMO-LUMO gap (alpha / beta) (Eh): 0.2182 / 0.2183
Calculated total energy (eV): -75463.326
2S+1: 1
F_max (eV/A): 3.04

Structure (XYZ):
```
62
Properties=species:S:1:pos:R:3:forces:R:3:lowdin_charge:R:1
C -2.034 2.612 -3.366 -0.210 -0.704 0.709 -0.06
C -1.737 1.285 -3.074 0.373 0.204 -0.917 -0.25
C -0.360 0.872 -3.195 0.495 -0.433 0.105 -0.22
C 0.594 1.858 -2.807 0.191 -0.183 0.682 -0.20
C 0.281 3.216 -2.968 -0.830 0.322 0.345 -0.04
C -1.016 3.579 -3.314 0.797 0.464 -0.495 -0.09
C 1.736 1.381 -2.049 0.254 -0.523 -2.909 -0.04
C 2.173 0.064 -2.480 -0.407 0.409 0.643 -0.19
C 1.142 -0.840 -2.882 -0.242 0.503 0.031 -0.21
C 1.326 -2.203 -2.452 0.687 0.136 -0.972 -0.24
C 2.629 -2.690 -2.412 -0.890 0.267 0.490 -0.05
C 3.709 -1.791 -2.348 0.633 0.640 -0.443 -0.08
C 3.475 -0.421 -2.298 0.426 -0.698 0.526 -0.04
H -3.079 2.886 -3.543 0.314 0.137 0.453 0.12
H 1.066 3.951 -2.789 -0.320 -0.017 0.027 0.11
H -1.263 4.624 -3.480 0.068 -0.164 -0.113 0.10
H 2.515 2.108 -1.827 -0.158 -0.084 0.411 0.13
H 2.780 -3.767 -2.348 0.110 0.219 0.389 0.12
H 4.723 -2.178 -2.263 -0.220 0.114 -0.114 0.10
H 4.274 0.302 -2.092 -0.229 -0.434 0.005 0.12
N -0.031 -0.428 -3.430 -0.811 0.034 2.927 0.17
Sc 0.282 0.498 0.919 -1.286 -1.341 -1.549 0.60
C -2.652 0.353 -2.326 0.550 -0.271 -0.430 -0.24
H -2.532 -0.685 -2.672 -0.189 0.275 0.093 0.08
H -3.700 0.672 -2.382 0.134 -0.123 0.157 0.10
C 0.162 -2.884 -1.797 -0.093 0.547 -0.457 -0.25
H -0.773 -2.676 -2.333 0.177 -0.163 0.110 0.08
H 0.330 -3.963 -1.701 -0.167 0.137 0.164 0.10
P -2.104 0.373 -0.507 -0.810 0.684 -0.956 0.83
P -0.029 -2.146 -0.055 1.014 -1.183 -0.470 0.82
C 1.348 -3.022 0.790 -0.097 -0.190 0.118 -0.28
H 1.309 -2.786 1.864 0.068 -0.133 -0.240 0.03
H 1.243 -4.109 0.646 0.123 0.304 0.099 0.05
H 2.312 -2.682 0.398 -0.225 -0.005 0.049 0.04
C -1.444 -3.175 0.470 -0.215 0.091 0.353 -0.28
H -1.094 -4.198 0.655 -0.185 0.213 -0.081 0.05
H -1.863 -2.759 1.393 -0.096 -0.278 -0.134 0.04
H -2.217 -3.186 -0.310 0.189 -0.034 0.253 0.04
C -2.563 2.081 -0.031 -0.238 0.088 0.114 -0.26
H -3.650 2.189 -0.151 0.253 0.227 0.104 0.06
H -2.295 2.250 1.023 -0.194 0.046 -0.170 0.03
H -2.054 2.824 -0.653 -0.019 -0.162 0.037 0.04
C -3.505 -0.551 0.218 0.056 -0.060 0.314 -0.27
H -3.318 -0.684 1.292 -0.258 -0.058 -0.206 0.04
H -4.420 0.038 0.070 0.164 -0.274 0.062 0.06
H -3.609 -1.535 -0.256 -0.023 0.329 0.173 0.04
H 1.127 1.057 -0.570 0.519 1.045 -0.689 -0.02
H 1.883 -0.156 0.997 0.629 -0.180 0.507 -0.06
C -0.540 1.016 5.497 -0.073 0.020 0.521 -0.16
P 0.520 0.952 4.072 -0.443 -0.201 -0.656 0.62
C 1.374 2.523 3.893 0.125 0.083 0.038 -0.15
C 1.707 -0.386 4.267 0.177 -0.119 0.238 -0.16
O -0.363 0.719 2.807 0.707 0.308 1.061 -0.49
H 0.032 1.371 6.367 -0.190 -0.121 -0.190 0.08
H -0.933 0.014 5.718 0.091 0.290 -0.108 0.07
H -1.380 1.702 5.317 0.265 -0.165 -0.009 0.08
H 1.877 2.805 4.828 -0.095 -0.081 -0.269 0.08
H 2.125 2.447 3.091 -0.185 0.010 0.233 0.07
H 0.642 3.301 3.631 0.190 -0.235 0.110 0.08
H 1.172 -1.307 4.545 0.111 0.302 -0.096 0.07
H 2.258 -0.563 3.332 -0.241 0.191 0.180 0.03
H 2.432 -0.153 5.061 -0.251 -0.021 -0.157 0.08
```
Forces are in eV/Å.

Density functional theory data (ωB97M-V/def2-TZVPD) for 2 unconnected molecules or ions with the total composition C4H12.

E_LUMO (eV): 1.2
Energy relative to the best compared isomer or geometry (same formula, charge and spin) (kJ/mol): 29.06
Charge: 0
SMILES: CC.CC
HOMO (eV): -11.6
HOMO-LUMO gap (Eh): 0.4705
Calculated total energy (eV): -4342.227
2S+1: 1
F_max (eV/A): 1.22

Structure (XYZ):
```
16
Properties=species:S:1:pos:R:3:forces:R:3:lowdin_charge:R:1
C 1.215 0.383 2.445 -1.178 0.272 -0.147 -0.16
C 0.726 0.637 0.995 0.346 -0.539 0.699 -0.17
H 1.386 -0.682 2.603 0.561 0.164 0.031 0.06
H 2.021 1.039 2.752 0.415 -0.334 -0.018 0.06
H 0.378 0.607 3.116 0.189 0.129 0.057 0.06
H 1.121 1.544 0.542 -0.192 0.136 0.158 0.07
H 1.035 -0.190 0.362 -0.021 -0.026 -0.126 0.05
H -0.360 0.641 1.040 -0.037 0.236 -0.480 0.05
C -1.616 -0.531 -1.353 0.606 0.677 -0.418 -0.17
C -0.286 -0.434 -2.122 -0.197 -0.707 0.675 -0.17
H -2.244 -1.203 -1.927 -0.489 -0.037 0.357 0.06
H -1.459 -0.867 -0.332 0.018 -0.471 -0.052 0.04
H -2.071 0.452 -1.227 -0.265 -0.034 -0.364 0.06
H 0.175 -1.420 -2.046 0.277 -0.010 -0.105 0.06
H 0.395 0.273 -1.663 0.061 0.219 -0.225 0.03
H -0.416 -0.248 -3.184 -0.095 0.326 -0.043 0.06
```
Forces are in eV/Å.